[1]
{
  "formula": "C5H9N3",
  "method": "ωB97M-V/def2-TZVPD",
  "species": ["C", "C", "C", "C", "N", "C", "N", "N", "H", "H", "H", "H", "H", "H", "H", "H", "H"],
  "xyz": [[-0.3917, 1.7525, -0.4559], [-0.2023, 0.4419, -0.2971], [1.1218, -0.2989, -0.4748], [2.0184, 0.0040, 0.6967], [0.7309, -1.7109, -0.5129], [-0.5285, -1.7198, -0.1759], [-1.1488, -0.5362, 0.0218], [-2.4860, -0.3612, 0.3322], [-1.2779, 2.2843, -0.2829], [0.5134, 2.3158, -0.6932], [1.6807, -0.1683, -1.4721], [3.0351, -0.1926, 0.3970], [1.9889, 1.1141, 0.8772], [1.6740, -0.5313, 1.5767], [-1.1413, -2.6379, -0.1273], [-2.6206, 0.3140, 1.1109], [-2.9662, -0.0696, -0.5203]],
  "lowdin_charge": [0.052, -0.281, -0.368, -0.059, 0.061, -0.173, -0.153, 0.084, 0.025, 0.064, 0.166, 0.068, 0.088, 0.085, 0.133, 0.111, 0.096],
  "smiles": "C=C1[C@@H](C)N=CN1N",
  "homo_ev": -8.121,
  "total_energy_ha": -360.12070,
  "relative_energy_kcal_mol": 48.0
}



[2]
{
  "formula": "C4H4O4",
  "method": "ωB97M-V/def2-TZVPD",
  "species": ["C", "C", "C", "C", "H", "H", "H", "H", "O", "O", "O", "O"],
  "xyz": [[-1.5570, -0.1173, 0.3535], [-0.1974, -0.7101, -0.0126], [0.6616, 0.1588, -1.0002], [1.5534, 0.2377, 0.1362], [-0.8968, 0.8972, 1.7197], [-0.2153, -1.7728, -0.1231], [0.3116, 1.0973, -1.3855], [1.1089, -0.4245, -1.9207], [-1.7516, 0.6531, 1.3729], [-2.3632, -0.4037, -0.5349], [2.6269, 0.7089, 0.2894], [0.7189, -0.3245, 1.1055]],
  "lowdin_charge": [-0.483, -0.117, 0.022, -0.512, 0.120, 0.155, 0.133, 0.178, 0.200, 0.094, 0.169, 0.042],
  "homo_ev": -10.639,
  "total_energy_ha": -455.76079,
  "relative_energy_kcal_mol": 32.8
}



[3]
{
  "formula": "C60H156AsF6N9O9",
  "method": "ωB97M-V/def2-TZVPD",
  "species": ["C", "C", "N", "C", "C", "C", "C", "C", "O", "C", "H", "H", "H", "H", "H", "H", "H", "H", "H", "H", "H", "H", "H", "H", "H", "H", "H", "H", "H", "H", "C", "C", "N", "C", "C", "C", "C", "C", "O", "C", "H", "H", "H", "H", "H", "H", "H", "H", "H", "H", "H", "H", "H", "H", "H", "H", "H", "H", "H", "H", "C", "C", "N", "C", "C", "C", "C", "C", "O", "C", "H", "H", "H", "H", "H", "H", "H", "H", "H", "H", "H", "H", "H", "H", "H", "H", "H", "H", "H", "H", "C", "C", "N", "C", "C", "C", "C", "C", "O", "C", "H", "H", "H", "H", "H", "H", "H", "H", "H", "H", "H", "H", "H", "H", "H", "H", "H", "H", "H", "H", "C", "C", "N", "C", "C", "C", "C", "C", "O", "C", "H", "H", "H", "H", "H", "H", "H", "H", "H", "H", "H", "H", "H", "H", "H", "H", "H", "H", "H", "H", "C", "C", "N", "C", "C", "C", "C", "C", "O", "C", "H", "H", "H", "H", "H", "H", "H", "H", "H", "H", "H", "H", "H", "H", "H", "H", "H", "H", "H", "H", "C", "C", "C", "O", "C", "N", "H", "H", "H", "H", "H", "H", "H", "H", "H", "H", "H", "H", "C", "C", "C", "O", "C", "N", "H", "H", "H", "H", "H", "H", "H", "H", "H", "H", "H", "H", "C", "C", "C", "O", "C", "N", "H", "H", "H", "H", "H", "H", "H", "H", "H", "H", "H", "H", "As", "F", "F", "F", "F", "F", "F"],
  "xyz": [[3.3626, -10.5595, -2.5238], [2.9742, -9.1289, -3.0626], [3.4361, -7.9245, -2.2166], [2.7517, -8.0477, -0.7943], [4.9673, -7.8718, -1.9868], [5.8159, -7.8418, -3.2605], [2.9220, -6.6545, -3.0034], [3.0511, -5.3004, -2.2545], [2.2137, -5.2457, -1.0932], [2.3288, -4.1115, -0.2083], [2.9867, -10.8339, -1.5381], [4.4506, -10.6188, -2.5503], [2.9702, -11.3601, -3.1509], [1.9006, -9.0751, -3.2432], [3.2834, -9.0372, -4.1038], [1.6908, -7.8797, -0.9800], [3.2169, -7.2808, -0.1751], [2.9760, -9.0606, -0.4599], [5.2400, -8.6869, -1.3166], [5.0950, -6.8973, -1.5156], [5.5806, -6.9744, -3.8772], [5.7323, -8.6742, -3.9592], [6.8339, -7.8579, -2.8711], [1.9306, -6.8691, -3.4023], [3.5925, -6.5086, -3.8504], [2.7765, -4.4662, -2.9001], [4.1011, -5.1521, -2.0025], [1.6225, -4.2313, 0.6132], [2.0396, -3.2071, -0.7436], [3.3025, -3.9025, 0.2349], [2.7439, 3.8051, -0.1241], [2.7765, 5.0031, 0.8373], [1.4111, 5.2709, 1.5662], [0.3521, 5.5532, 0.5116], [1.0726, 4.0397, 2.4574], [-0.2018, 4.1761, 3.2755], [1.4578, 6.4581, 2.5974], [2.3078, 7.6834, 2.0644], [1.8244, 8.2335, 0.8808], [2.7495, 8.9490, 0.1335], [1.7459, 3.7529, -0.5591], [2.9560, 2.8009, 0.2431], [3.4199, 3.9687, -0.9633], [3.0711, 5.8981, 0.2893], [3.5387, 4.8980, 1.6094], [0.6648, 6.4481, -0.0266], [-0.5221, 5.8769, 1.0766], [0.1135, 4.6684, -0.0785], [1.9399, 3.8919, 3.1009], [0.9904, 3.2001, 1.7673], [-0.4649, 3.2078, 3.7014], [-1.0109, 4.5231, 2.6329], [-0.0062, 4.7885, 4.1557], [1.8841, 6.1474, 3.5512], [0.4383, 6.7196, 2.8808], [3.3312, 7.3083, 2.0680], [2.2557, 8.4568, 2.8307], [3.3417, 8.3224, -0.5334], [3.4054, 9.5184, 0.7920], [2.3046, 9.6457, -0.5770], [-2.8958, 3.5865, -1.0749], [-2.8890, 5.0148, -1.6201], [-3.9494, 5.3535, -2.7082], [-3.6576, 6.8469, -3.0762], [-3.8066, 4.4020, -3.9757], [-2.4577, 4.5163, -4.7781], [-5.3299, 5.0952, -2.1171], [-6.5521, 5.6332, -2.9412], [-6.6375, 7.0028, -2.6053], [-7.3186, 7.7990, -3.6249], [-3.8169, 3.2391, -0.6068], [-2.1015, 3.3960, -0.3532], [-2.6959, 2.9633, -1.9465], [-1.9622, 5.3005, -2.1176], [-3.0917, 5.6876, -0.7868], [-2.6311, 6.9441, -3.4296], [-3.9020, 7.5531, -2.2828], [-4.2551, 6.9990, -3.9751], [-4.6296, 4.6730, -4.6371], [-4.0714, 3.4047, -3.6244], [-2.3907, 5.4929, -5.2575], [-2.1249, 3.7320, -5.4579], [-1.6053, 4.5041, -4.0988], [-5.4120, 5.3365, -1.0573], [-5.5002, 4.0223, -2.0283], [-7.5745, 5.3199, -2.7301], [-6.2659, 5.5450, -3.9893], [-7.1448, 8.8163, -3.2743], [-8.3817, 7.5891, -3.7427], [-6.7718, 7.6738, -4.5595], [3.9791, 1.5672, -3.3846], [4.4227, 0.0441, -3.4719], [3.7780, -0.7966, -4.6445], [4.2741, -2.2461, -4.5210], [2.1938, -0.7474, -4.5015], [1.5130, -1.0188, -3.1444], [4.2581, -0.3032, -6.0446], [3.3739, -0.5949, -7.3376], [2.8509, -1.9133, -7.3348], [1.9392, -2.3405, -8.3512], [4.2665, 2.0822, -4.3013], [4.5142, 2.0442, -2.5635], [2.9098, 1.7302, -3.2496], [4.1256, -0.5602, -2.6147], [5.4720, -0.1926, -3.6482], [3.7573, -2.6792, -3.6646], [5.3575, -2.1405, -4.4652], [4.1453, -2.7809, -5.4620], [1.8237, -1.3717, -5.3148], [2.0073, 0.3089, -4.6953], [2.0176, -1.8746, -2.6960], [0.4294, -1.1353, -3.1237], [1.7378, -0.2722, -2.3827], [5.2058, -0.8234, -6.1837], [4.5230, 0.7520, -5.9780], [3.9041, -0.4583, -8.2801], [2.5884, 0.1521, -7.4517], [2.6199, -2.7138, -9.1163], [1.3663, -1.4846, -8.7080], [1.2192, -3.1084, -8.0682], [-0.2170, 0.6156, 4.9067], [0.0771, -0.8605, 4.7272], [1.5624, -1.2293, 5.2044], [2.5658, -0.8442, 4.0774], [2.0866, -0.4858, 6.4395], [1.4654, -0.9214, 7.7483], [1.6302, -2.7411, 5.4801], [1.5048, -3.6285, 4.2404], [2.7579, -3.7045, 3.5744], [3.8533, -4.3923, 4.1991], [0.4535, 1.4013, 4.5586], [-0.4418, 0.7585, 5.9636], [-1.1088, 0.9469, 4.3747], [0.0270, -1.1220, 3.6702], [-0.6321, -1.4316, 5.3263], [3.5958, -1.1680, 4.2271], [2.4277, 0.2079, 3.8283], [2.2216, -1.3903, 3.1991], [1.8371, 0.5615, 6.2691], [3.1659, -0.6386, 6.4406], [2.0585, -0.4593, 8.5375], [1.5768, -1.9289, 8.1492], [0.4572, -0.5262, 7.8726], [0.7971, -2.9126, 6.1618], [2.5890, -2.9561, 5.9519], [0.7323, -3.3637, 3.5185], [1.2707, -4.6486, 4.5447], [3.6520, -5.4212, 4.4972], [4.3485, -3.9549, 5.0661], [4.6312, -4.5216, 3.4466], [-3.7565, -1.6448, 3.2991], [-5.0636, -1.8665, 2.4627], [-5.5732, -3.3398, 2.4375], [-6.2176, -3.6768, 3.7836], [-6.7193, -3.4339, 1.3713], [-7.9993, -2.6020, 1.7528], [-4.3441, -4.3366, 2.2247], [-3.5027, -4.2286, 0.8955], [-4.4129, -4.5176, -0.1573], [-4.5451, -5.9419, -0.4225], [-3.4010, -0.6342, 3.0984], [-2.9674, -2.3555, 3.0535], [-3.9595, -1.8183, 4.3559], [-4.8335, -1.6916, 1.4117], [-5.9342, -1.2970, 2.7879], [-6.6755, -4.6610, 3.6850], [-6.8506, -2.9288, 4.2611], [-5.4386, -3.7637, 4.5410], [-6.9729, -4.4939, 1.3876], [-6.3548, -3.2484, 0.3609], [-8.4442, -2.8691, 2.7114], [-8.8515, -2.8391, 1.1160], [-7.6913, -1.5600, 1.6657], [-4.8654, -5.2910, 2.2985], [-3.6306, -4.3042, 3.0480], [-2.5816, -4.8104, 0.8644], [-3.2202, -3.1759, 0.9118], [-3.6080, -6.4900, -0.3250], [-4.7184, -5.9812, -1.4980], [-5.3028, -6.5212, 0.1052], [-5.2384, -1.6996, -3.7035], [-4.1022, -1.8742, -2.7272], [-3.0639, -2.8088, -3.3459], [-2.0538, -2.9065, -2.4079], [-1.0053, -3.8880, -2.5659], [-3.6119, -0.4219, -2.5302], [-3.4573, 0.0845, -3.3903], [-4.2796, 0.1272, -2.0080], [-2.7373, -0.5101, -2.0327], [-5.8764, -0.8887, -3.3521], [-5.7515, -2.6591, -3.7674], [-4.9278, -1.3979, -4.7038], [-4.3655, -2.2078, -1.7235], [-2.7399, -2.4718, -4.3305], [-3.5496, -3.7807, -3.4326], [-0.2490, -3.4762, -3.2341], [-1.4300, -4.8187, -2.9422], [-0.4493, -4.0227, -1.6381], [8.4298, 0.5882, 0.7450], [7.1324, 0.8056, -0.0146], [5.9015, 0.3388, 0.7958], [4.7219, 0.5558, -0.0623], [3.5056, -0.0278, 0.4046], [7.0551, 2.2675, -0.4807], [6.1295, 2.4381, -0.8472], [7.2086, 2.8978, 0.2934], [7.7134, 2.4500, -1.2246], [9.3109, 0.9616, 0.2232], [8.6880, -0.4693, 0.8009], [8.3786, 0.9740, 1.7631], [7.1661, 0.3668, -1.0118], [5.7076, 0.8145, 1.7571], [6.0995, -0.7216, 0.9516], [2.8267, 0.3017, -0.3819], [3.1398, 0.4747, 1.3000], [3.4801, -1.1087, 0.5431], [-3.6004, 5.6911, 7.2820], [-3.0200, 5.5667, 5.7938], [-3.5671, 4.2567, 5.1293], [-3.1976, 4.1878, 3.7188], [-3.6434, 2.9697, 3.0879], [-3.2946, 6.8358, 4.9227], [-2.7077, 7.6318, 5.1278], [-3.2492, 6.5942, 3.9431], [-4.2205, 7.2161, 5.0577], [-3.3014, 4.8024, 7.8379], [-4.6869, 5.6859, 7.3691], [-3.1435, 6.4162, 7.9555], [-1.9556, 5.5384, 6.0270], [-4.6387, 4.1420, 5.2925], [-3.1017, 3.4167, 5.6449], [-4.6842, 2.8004, 3.3639], [-2.9683, 2.1602, 3.3652], [-3.4166, 3.1186, 2.0322], [-0.5090, 0.2327, 0.7273], [0.4732, 0.8278, 2.1447], [-1.4975, -0.7309, 1.8625], [-1.3695, -0.6711, -0.6524], [0.4391, 1.2371, -0.3977], [0.6187, -1.1623, 0.5730], [-1.7600, 1.5104, 0.5973]],
  "lowdin_charge": [-0.028, -0.155, -0.219, 0.064, -0.145, -0.043, -0.045, -0.183, -0.218, -0.072, 0.077, 0.080, 0.100, 0.122, 0.127, 0.110, 0.097, 0.093, 0.138, 0.109, 0.070, 0.092, 0.103, 0.135, 0.117, 0.102, 0.117, 0.091, 0.056, 0.084, -0.054, -0.119, -0.207, 0.021, -0.148, -0.058, -0.044, -0.196, -0.190, -0.088, 0.059, 0.062, 0.078, 0.116, 0.129, 0.108, 0.092, 0.090, 0.133, 0.097, 0.066, 0.069, 0.080, 0.134, 0.119, 0.123, 0.144, 0.086, 0.108, 0.106, -0.075, -0.167, -0.209, 0.059, -0.104, -0.037, -0.088, -0.177, -0.234, -0.034, 0.075, 0.046, 0.066, 0.107, 0.125, 0.099, 0.121, 0.106, 0.114, 0.103, 0.085, 0.089, 0.060, 0.139, 0.115, 0.148, 0.103, 0.102, 0.104, 0.086, -0.022, -0.106, -0.228, 0.031, -0.107, -0.045, -0.030, -0.164, -0.249, -0.046, 0.076, 0.048, 0.075, 0.099, 0.120, 0.073, 0.107, 0.109, 0.119, 0.113, 0.049, 0.083, 0.050, 0.129, 0.121, 0.142, 0.119, 0.105, 0.094, 0.094, -0.097, -0.102, -0.205, 0.015, -0.165, -0.059, -0.076, -0.174, -0.228, -0.078, 0.057, 0.080, 0.061, 0.087, 0.132, 0.111, 0.086, 0.079, 0.115, 0.134, 0.100, 0.094, 0.085, 0.131, 0.133, 0.126, 0.136, 0.099, 0.087, 0.090, -0.062, -0.123, -0.216, 0.006, -0.126, -0.037, -0.045, -0.165, -0.229, -0.054, 0.059, 0.051, 0.080, 0.113, 0.115, 0.121, 0.113, 0.101, 0.124, 0.111, 0.081, 0.098, 0.070, 0.126, 0.120, 0.134, 0.103, 0.090, 0.092, 0.097, -0.035, -0.278, -0.198, -0.212, -0.040, 0.235, 0.156, 0.154, 0.094, 0.090, 0.109, 0.101, 0.147, 0.142, 0.144, 0.069, 0.099, 0.083, -0.022, -0.289, -0.115, -0.239, -0.095, 0.246, 0.129, 0.172, 0.176, 0.104, 0.107, 0.104, 0.151, 0.138, 0.140, 0.061, 0.073, 0.089, -0.018, -0.224, -0.144, -0.250, -0.059, 0.253, 0.171, 0.144, 0.172, 0.092, 0.095, 0.096, 0.135, 0.135, 0.134, 0.101, 0.071, 0.070, 0.903, -0.368, -0.362, -0.393, -0.374, -0.366, -0.377],
  "s2": 0.752,
  "homo_ev": [-15.461, -20.472],
  "spin_multiplicity": 2,
  "total_charge": 7,
  "total_energy_ha": -6381.58400
}